ORCA calculation (ωB97M-V with the def2-TZVPD basis set) on a 3-piece molecular cluster, C4H16N2O2 overall in a non-equilibrium geometry.

```
24
Properties=species:S:1:pos:R:3
C 1.382 1.071 -1.086
H 1.985 1.988 -1.209
H -2.352 -0.867 0.519
H 1.607 0.689 -2.083
H -4.095 -0.238 1.977
C 2.134 0.302 0.006
H 0.590 -1.123 0.228
H -2.780 0.446 2.446
H -0.469 0.514 -2.593
H 3.078 0.741 0.301
N 2.325 -1.559 1.536
H -0.445 1.531 0.128
O -1.793 -1.364 -0.131
H 2.887 -0.983 2.173
C -0.053 1.550 -0.880
H -2.382 -2.095 -0.345
H -1.776 1.377 -2.107
H -1.381 -0.142 -1.310
H 1.680 -2.096 2.127
H -0.297 2.563 -1.203
C 1.546 -0.754 0.558
H 2.851 -2.295 1.072
O -3.195 0.016 1.670
N -1.047 0.728 -1.793
```

Results
ΔE to the lowest compared entry with this formula, charge and spin = 94.43 kJ/mol
Kohn-Sham gap = 11.906 eV
DFT total energy = -11466.3790 eV
Charge = +2
Lowest unoccupied orbital energy = -6.4564 eV
Multiplicity = 1
Molar mass = 124.18 g mol⁻¹
HOMO level = -18.362 eV

---

ORCA calculation (ωB97M-V with the def2-TZVPD basis set) on a 4-piece molecular cluster, C4H16N2O4 overall in a non-equilibrium geometry.

```
26
Properties=species:S:1:pos:R:3
H 0.649 3.075 -1.259
C 1.170 -0.982 2.169
H -2.669 1.855 0.815
H 1.100 0.658 -2.409
O -0.930 -2.924 -1.720
C 1.438 -0.639 -0.830
H 1.194 -0.755 3.241
N 1.595 -0.189 -2.165
O -2.547 2.212 -0.060
H -1.602 0.175 0.369
H 2.564 -0.173 -2.440
H -1.598 0.049 2.215
H 0.910 -2.011 1.963
H -0.871 2.780 -1.515
N 0.908 0.334 0.010
O 1.813 -1.744 -0.518
C -1.144 -0.228 1.253
H 2.175 -0.854 1.779
O 0.010 2.768 -1.895
H -3.072 1.598 -0.610
H -1.295 -1.326 1.217
C 0.351 0.045 1.357
H -1.021 -3.422 -0.895
H 0.491 1.007 1.892
H -0.121 -2.450 -1.533
H 0.502 1.140 -0.430
```

Results
ΔE to the lowest compared entry with this formula, charge and spin = 8.28 kJ/mol
Kohn-Sham gap = 10.072 eV
DFT total energy = -15578.3945 eV
SMILES = CC(C)NC(N)=O.O.O.O
Charge = 0
Lowest unoccupied orbital energy = 0.3270 eV
Multiplicity = 1
Molar mass = 156.18 g mol⁻¹
HOMO level = -9.745 eV

---

ORCA calculation (ωB97M-V with the def2-TZVPD basis set) on a 4-piece molecular cluster, C4H16N2O4S overall in a non-equilibrium geometry.

```
27
Properties=species:S:1:pos:R:3
H 1.980 -0.880 -0.744
H 2.706 -0.750 1.500
H -2.250 1.268 1.499
H -1.203 2.777 0.033
C -0.444 2.033 -0.135
H -0.463 -1.907 0.402
N -2.293 0.595 0.751
O 2.900 -1.183 0.667
H -3.114 0.684 0.172
H 0.647 -1.771 3.347
C -1.001 0.633 0.037
S 1.109 2.325 0.871
H 2.472 -2.039 0.606
H -1.741 -3.041 -0.214
O 0.922 -1.534 2.456
N -1.205 -1.442 -1.428
H -0.013 -3.053 -0.842
O -1.703 0.575 -2.222
H 0.903 1.328 1.761
H 0.274 -0.909 2.123
H -1.679 -1.850 -2.199
C -1.298 -0.105 -1.292
H -0.395 -0.047 0.639
H 1.972 -0.589 -2.198
C -0.847 -2.465 -0.449
O 1.351 -0.821 -1.501
H -0.089 2.130 -1.165
```

Results
ΔE to the lowest compared entry with this formula, charge and spin = 97.01 kJ/mol
Kohn-Sham gap = 9.333 eV
DFT total energy = -26412.6171 eV
SMILES = CNC(=O)[C@H](N)CS.O.O.O
Charge = 0
Lowest unoccupied orbital energy = 0.2009 eV
Multiplicity = 1
Molar mass = 188.25 g mol⁻¹
HOMO level = -9.132 eV

---

ORCA calculation (ωB97M-V with the def2-TZVPD basis set) on an isolated ion of composition C4H16N4 and charge +2 in a non-equilibrium geometry.

```
24
Properties=species:S:1:pos:R:3
N -0.129 0.988 -0.039
H 1.499 -2.257 0.046
N -0.113 -0.194 2.283
N -1.505 1.362 -0.108
H 0.017 0.715 1.635
H -0.904 0.064 2.940
H -1.684 1.717 -1.077
H -0.302 -2.275 -1.398
H -0.718 -1.907 1.266
C 0.812 1.786 -0.836
N -0.719 -0.909 1.195
C 0.035 -0.569 -0.070
H 2.320 -0.680 0.471
H -1.995 0.328 0.137
C 1.500 -1.120 -0.202
H 0.284 2.109 -1.714
H -1.837 -1.248 -1.166
H 1.773 -1.020 -1.271
H -0.481 -0.751 -2.192
H -1.653 2.184 0.537
C -0.630 -1.183 -1.252
H 0.595 -0.617 2.865
H 1.770 1.285 -1.157
H 1.015 2.697 -0.264
```

Results
ΔE to the lowest compared entry with this formula, charge and spin = 569.72 kJ/mol
Kohn-Sham gap = 11.612 eV
DFT total energy = -10347.3720 eV
SMILES = CN([NH3+])C(C)(C)N[NH3+]
Charge = +2
Lowest unoccupied orbital energy = -7.3318 eV
Multiplicity = 1
Molar mass = 120.20 g mol⁻¹
HOMO level = -18.944 eV

---

ORCA calculation (ωB97M-V with the def2-TZVPD basis set) on a 2-piece molecular cluster, C4H16N6 overall in a non-equilibrium geometry.

```
26
Properties=species:S:1:pos:R:3
H -1.912 1.169 2.113
C 1.019 1.090 -1.744
C -1.343 -0.727 1.702
N -1.498 0.340 2.500
H 0.482 3.075 -1.869
H 0.398 -0.143 -3.325
H -1.392 -1.778 -1.390
C -1.691 -1.984 -0.364
N 0.931 2.354 -1.309
H -0.979 -2.710 1.819
H -0.794 -2.465 0.038
H -0.090 1.555 -3.258
H 1.814 -0.741 -1.130
N -0.799 -1.828 2.279
H 3.192 -0.041 0.583
N 1.725 0.260 -0.983
H -2.736 -2.392 -0.219
N -1.723 -0.663 0.419
H 1.670 2.759 -0.726
N 0.378 0.753 -2.885
H 1.781 1.047 0.915
H -0.551 -1.711 3.255
H -1.107 0.397 3.418
H -2.397 0.015 0.114
H 3.101 1.651 -0.110
C 2.521 0.717 0.156
```

Results
ΔE to the lowest compared entry with this formula, charge and spin = 79.83 kJ/mol
Kohn-Sham gap = 11.694 eV
DFT total energy = -13334.0295 eV
Charge = +2
Lowest unoccupied orbital energy = -5.9963 eV
Multiplicity = 1
Molar mass = 148.21 g mol⁻¹
HOMO level = -17.690 eV

---

ORCA calculation (ωB97M-V with the def2-TZVPD basis set) on a 4-piece molecular cluster, C4H16N8O4 overall in a non-equilibrium geometry.

```
32
Properties=species:S:1:pos:R:3
C -0.854 10.222 -6.255
O 0.315 10.162 -5.879
H 1.166 15.061 -2.588
N -0.868 6.901 -4.104
N 1.359 14.069 -2.576
N -1.556 11.319 -6.339
H 1.903 13.578 -1.882
H 0.014 8.879 -3.813
N -3.013 7.856 2.128
O 0.374 13.727 -4.533
H -1.047 12.131 -6.018
N -1.466 9.191 -6.718
N -1.555 7.784 0.636
N 1.581 12.195 -3.487
H -3.525 7.523 2.932
H 1.274 11.455 -4.103
H -0.028 8.835 -1.975
N -0.020 8.440 -2.905
C 1.092 13.333 -3.644
H -1.488 6.146 -4.363
H -0.735 8.540 -6.968
H 1.983 11.825 -2.638
O -0.510 6.433 -2.000
H -2.366 9.407 -7.124
H -2.437 11.392 -6.828
C -2.161 7.166 1.561
H -2.058 8.520 0.162
H -0.852 7.638 -4.795
O -1.805 6.100 1.954
H -0.939 7.334 -0.026
C -0.412 7.159 -2.929
H -3.263 8.750 1.729
```

Results
ΔE to the lowest compared entry with this formula, charge and spin = 337.87 kJ/mol
Kohn-Sham gap = 9.293 eV
DFT total energy = -24519.4539 eV
SMILES = NC(N)=O.NC(N)=O.NC(N)=O.NC(N)=O
Charge = 0
Lowest unoccupied orbital energy = 0.2194 eV
Multiplicity = 1
Molar mass = 240.22 g mol⁻¹
HOMO level = -9.074 eV

---

ORCA calculation (ωB97M-V with the def2-TZVPD basis set) on C4H16N8O4Sn as an isolated structure in a non-equilibrium geometry.

```
33
Properties=species:S:1:pos:R:3
H 2.722 0.676 -7.936
H -7.907 3.998 2.541
H -6.821 5.077 1.813
O 2.986 -3.105 -0.844
O -5.538 2.839 1.113
C 4.013 -3.284 -0.293
N -1.415 0.989 5.412
O 2.030 -0.383 -5.755
C 3.139 -0.205 -6.169
N 4.748 -4.311 -0.496
N 4.197 -0.436 -5.396
N 4.460 -2.561 0.667
H 4.389 0.661 -7.364
H 4.021 -1.652 0.713
Sn -1.594 -0.070 -1.729
H -8.667 2.436 1.543
H 3.998 -0.913 -4.528
H -1.940 1.794 5.101
H -7.380 1.347 0.904
H -1.693 0.621 6.310
H -0.205 -1.029 5.794
H 0.820 -0.938 4.367
H 5.417 -2.794 0.892
N -7.710 2.210 1.313
C -0.503 0.530 4.546
H 4.532 -4.960 -1.239
H 5.162 -0.195 -5.573
N 0.012 -0.633 4.890
O -0.291 1.045 3.436
H 5.610 -4.412 0.019
N -7.291 4.185 1.763
N 3.415 0.421 -7.247
C -6.714 3.051 1.428
```

Results
ΔE to the lowest compared entry with this formula, charge and spin = 614.82 kJ/mol
Kohn-Sham gap = 2.233 eV
DFT total energy = -30330.1020 eV
Charge = +2
Lowest unoccupied orbital energy = -11.7976 eV
Multiplicity = 1
Molar mass = 358.94 g mol⁻¹
HOMO level = -14.030 eV

---

ORCA calculation (ωB97M-V with the def2-TZVPD basis set) on a 3-piece molecular cluster, C4H16NO2 overall in a non-equilibrium geometry.

```
23
Properties=species:S:1:pos:R:3
O -1.096 -0.776 3.142
O 1.246 0.517 2.116
H -0.512 1.848 -2.103
C 0.179 1.055 -1.798
H -2.199 -1.357 -0.073
H 1.960 1.797 -2.736
H 1.563 2.542 -1.223
H -1.193 -2.733 -0.123
H -2.023 -0.539 3.099
H 0.358 -1.254 0.497
H 1.779 0.953 2.775
H 2.292 0.964 -1.145
H 0.657 -1.320 -1.184
H -0.880 -1.336 3.894
H 0.456 0.172 2.594
H 0.057 0.362 -2.629
H 0.327 0.886 0.252
C 1.612 1.573 -1.734
H -1.260 0.786 -0.346
N -0.294 0.509 -0.472
C -1.375 -1.793 -0.639
C -0.074 -0.973 -0.463
H -1.580 -1.883 -1.701
```

Results
ΔE to the lowest compared entry with this formula, charge and spin = 81.82 kJ/mol
Kohn-Sham gap = 12.339 eV
DFT total energy = -9986.5332 eV
Charge = +1
Lowest unoccupied orbital energy = -2.8479 eV
Multiplicity = 1
Molar mass = 110.18 g mol⁻¹
HOMO level = -15.187 eV

---

Q: Look up the Kohn-Sham gap of the first one.
A: 11.906 eV

---

Q: What is the formula in the fifth record?
A: C4H16N6

---

Q: Look up the HOMO level of the fourth one.
A: -18.944 eV